A | This record from the OMol25 dataset describes the ion C8H16N2 with charge +2. The level of theory is the ωB97M-V functional and the def2-TZVPD basis.

Values from the calculation:
Net charge ... +2
E_LUMO (alpha / beta) ... -10.615 / -10.357 eV
Multiplicity ... 1
HOMO energy (alpha / beta) ... -18.89 / -18.96 eV

Geometry (Å):
C -1.073 -1.883 -0.453
C -0.333 -1.432 0.562
C -0.669 0.090 -1.623
C -0.644 1.304 -2.233
C -0.821 0.952 2.496
C 2.299 -1.073 -0.319
C -0.553 1.094 1.016
C 1.632 0.033 0.496
N -1.293 -1.031 -1.563
N 0.186 -0.123 0.470
H -1.466 -2.863 -0.554
H -0.123 -1.961 1.585
H -1.466 2.049 -1.988
H -0.769 1.242 -3.365
H 0.277 1.859 -2.286
H -1.341 1.803 2.805
H -1.401 0.065 2.786
H 0.126 0.922 2.982
H 2.433 -2.171 0.041
H 1.707 -1.098 -1.278
H 3.435 -0.879 -0.611
H 0.017 2.017 0.823
H -1.455 1.100 0.443
H 1.935 0.929 0.126
H 1.604 0.104 1.613
H -2.244 -1.048 -1.971

B | This record from the OMol25 dataset describes a structure of composition C8H16N2. The level of theory is the ωB97M-V functional and the def2-TZVPD basis.

Values from the calculation:
Net charge ... +2
E_LUMO ... -9.146 eV
Multiplicity ... 1
HOMO energy ... -19.51 eV

Geometry (Å):
C -1.445 0.386 0.680
C 1.930 -0.412 -0.250
C 1.386 -1.717 -0.610
C -0.146 -1.535 -0.451
C -0.276 -0.166 0.113
C -1.532 1.191 -0.736
C -2.615 -0.557 0.764
C 1.089 1.813 0.553
N 0.872 0.398 0.259
N 3.167 -0.213 -0.041
H -1.493 1.084 1.540
H 1.656 -2.224 -1.574
H 1.496 -2.335 0.323
H -0.771 -1.445 -1.368
H -0.597 -2.388 0.129
H -2.141 2.098 -0.657
H -2.052 0.562 -1.437
H -0.588 1.573 -1.169
H -2.892 -0.786 -0.264
H -3.389 0.147 1.048
H -2.483 -1.459 1.366
H 0.792 2.279 -0.365
H 2.188 2.002 0.773
H 0.480 2.106 1.394
H 3.701 -1.072 -0.105
H 3.661 0.669 0.088

The energetic minimum among the shown structures is B; the next structure lies 0.1458 hartree above.